*a*
This record from the Open Molecules 2025 dataset describes a molecular structure, C6H10O4. The level of theory is ωB97M-V with the def2-TZVPD basis set.

Positions of all 20 atoms, in Å:
C: 0.24720 1.00531 -0.13635
C: -0.49955 0.09245 -1.06056
C: -2.01254 0.20249 -0.96863
C: 0.01080 -1.28244 -0.44977
C: 0.38842 -0.46191 1.23245
C: 1.55300 -0.68916 1.83756
O: -0.33633 2.01900 0.51533
O: 1.49565 1.28759 -0.52567
O: 1.26819 -1.61486 -0.99334
O: -0.80896 -2.19003 -0.26015
H: -1.25384 1.79061 0.72478
H: 1.90359 1.89418 0.11119
H: 1.80911 -0.81991 -1.10266
H: -0.14456 0.23494 -2.08435
H: -0.52542 -0.42069 1.81910
H: -2.36569 0.06404 0.05673
H: -2.44627 -0.62022 -1.53251
H: -2.38069 1.15608 -1.35150
H: 1.62938 -0.86509 2.90402
H: 2.46853 -0.78238 1.26434

* HOMO-LUMO gap (spin up / spin down): 8.2 / 8.2 eV
* HOMO (spin up / spin down): -8.51 / -8.51 eV

*b*
This record from the Open Molecules 2025 dataset describes C6H10O4 in the gas phase. The level of theory is ωB97M-V with the def2-TZVPD basis set.

Positions of all 20 atoms, in Å:
C: 0.12523 0.20805 0.38837
C: -2.41796 -0.15029 0.88027
C: 0.36643 -1.29443 0.41877
C: 1.13475 1.05344 1.15183
C: -0.21878 0.78743 -0.89570
C: 1.27892 0.26956 -1.76642
O: -1.25234 0.56996 1.18357
O: 0.88696 -0.60733 -2.70205
O: -1.01194 1.44778 -1.45125
O: 2.38600 0.72410 -1.69816
H: 1.61251 -0.77643 -3.33142
H: -3.21661 0.25802 1.50506
H: -2.71718 -0.05100 -0.17152
H: -2.32657 -1.21980 1.11800
H: 1.41494 -1.50292 0.21880
H: 2.11896 0.98449 0.69527
H: 0.81329 2.09141 1.17358
H: 0.10630 -1.64814 1.41504
H: -0.24871 -1.82477 -0.30487
H: 1.16579 0.68088 2.17285

* HOMO-LUMO gap: 9.7 eV
* HOMO: -9.15 eV

It is *b* that is most stable; the runner-up trails by 1.544 eV.